#w
Formula: C4H4N2O
Source: the OMol25 dataset
Level of theory: ωB97M-V/def2-TZVPD

Output
HOMO level (eV): -9.36
Multiplicity: 1
SMILES: O=c1cc[nH]cn1
Net charge: 0

Each line ends with the natural charge from an NBO analysis.
Geometry (Å):
O -1.84 1.23 1.50  -0.551
C -1.14 0.73 0.65  0.574
C -0.78 -0.69 0.71  -0.241
C 0.35 -1.15 0.12  -0.106
N 0.96 -0.32 -0.82  -0.578
C 0.42 0.91 -1.05  0.305
N -0.52 1.47 -0.38  -0.501
H -1.24 -1.33 1.45  0.226
H 0.74 -1.36 1.12  0.268
H 1.72 -0.64 -1.39  0.416
H 0.87 1.46 -1.88  0.188

***

#x
Formula: C4H4N2O
Source: the OMol25 dataset
Level of theory: ωB97M-V/def2-TZVPD

Output
HOMO level (eV): -9.33
Multiplicity: 1
SMILES: O=c1cc[nH]cn1
Net charge: 0

Each line ends with the natural charge from an NBO analysis.
Geometry (Å):
O -2.09 -1.18 1.28  -0.564
C -1.24 -0.60 0.64  0.595
C -0.04 -1.27 0.10  -0.343
C 0.99 -0.54 -0.36  0.024
N 0.87 0.83 -0.42  -0.568
C -0.33 1.40 -0.10  0.291
N -1.35 0.78 0.36  -0.492
H 0.00 -2.35 0.15  0.238
H 1.92 -0.96 -0.72  0.217
H 1.66 1.41 -0.65  0.416
H -0.38 2.48 -0.28  0.186

***

#y
Formula: C4H4N2O
Source: the OMol25 dataset
Level of theory: ωB97M-V/def2-TZVPD

Output
HOMO level (eV): -10.06
Multiplicity: 1
SMILES: c1cnoc1.C#N
Net charge: 0

Each line ends with the natural charge from an NBO analysis.
Geometry (Å):
C 1.58 0.55 0.00  -0.367
C 0.70 -0.44 0.48  -0.046
N 0.00 -0.95 -0.48  -0.135
O 0.32 -0.29 -1.60  -0.246
C 1.23 0.61 -1.33  0.146
H 2.05 1.25 0.58  0.230
H 0.63 -0.87 1.46  0.213
H 1.45 1.26 -2.12  0.208
C -2.66 -0.40 1.00  0.077
N -2.93 0.59 0.47  -0.317
H -2.36 -1.31 1.52  0.236

***

#z
Formula: C4H4N2O
Source: the OMol25 dataset
Level of theory: ωB97M-V/def2-TZVPD

Output
HOMO level (eV): -8.76
Multiplicity: 1
Net charge: 0

Each line ends with the natural charge from an NBO analysis.
Geometry (Å):
O -1.06 1.91 -1.26  -0.525
C -0.60 1.01 -0.60  0.647
C 0.42 0.04 -1.14  -0.741
C 0.97 -1.04 -0.28  0.159
N 0.46 -1.01 0.98  -0.621
C -0.50 -0.10 1.45  0.305
N -1.01 0.84 0.76  -0.485
H 0.21 -0.25 -2.22  0.330
H 1.16 0.55 -1.83  0.330
H 0.77 -1.71 1.65  0.410
H -0.81 -0.24 2.49  0.190

***

Best to worst by energy: #x, #w, #y, #z.